Computed, not measured: a cluster of 5 separate species, C29H49FN9O9 in total in a non-equilibrium geometry, with ωB97M-V/def2-TZVPD.

Calculated values
strongest force on any atom = 3.8 eV/A
E = -65413.62313 eV
total charge = +1
Kohn-Sham gap = 5.898 eV

Each line ends with the Mulliken charge.
CARTESIAN COORDINATES (ANGSTROEM)
F  -5.24  -5.26  3.11  -0.122
O  1.91  -1.24  -3.99  -0.698
O  4.60  0.48  -6.77  -0.730
O  -2.23  -5.65  1.78  -0.427
O  -5.07  1.94  0.79  -0.579
O  -2.02  0.17  -0.61  -0.357
O  0.21  5.63  0.30  -0.627
O  -4.01  -5.88  3.07  -0.093
O  -1.77  0.85  6.02  -0.481
O  9.37  -1.15  -5.40  -0.659
N  -3.27  -0.59  2.26  1.264
N  4.50  0.43  -9.03  -0.414
N  3.73  2.25  -7.88  -0.396
N  0.02  7.65  -0.72  -0.430
N  8.62  0.96  -5.74  -0.335
N  1.97  0.12  -2.17  -0.245
N  3.42  0.46  -3.92  -0.272
N  2.04  6.96  0.12  -0.376
N  7.16  -0.81  -5.77  -0.267
C  0.88  -2.35  -0.16  0.631
C  -3.14  -0.67  -0.35  -1.357
C  8.45  -0.39  -5.62  0.550
C  -0.44  -1.75  -0.61  -0.628
C  -2.04  -0.17  5.42  -0.022
C  -3.24  -2.70  3.64  0.554
C  1.40  -3.77  -0.60  -1.433
C  -0.81  -0.38  -0.16  0.459
C  -3.32  -1.22  3.50  0.530
C  -3.33  -3.45  5.00  -1.132
C  1.09  2.67  1.74  -1.473
C  -0.68  -3.83  4.90  -0.920
C  4.30  1.02  -7.83  0.617
C  -5.97  0.39  2.48  -1.083
C  -3.08  -5.07  2.38  -0.155
C  -3.13  -3.52  2.41  0.577
C  -3.36  0.89  2.20  -0.861
C  -4.87  1.45  2.13  -0.157
C  -3.08  -2.79  1.13  -0.827
C  1.40  -0.22  1.19  -0.871
C  2.40  -0.28  -3.40  0.515
C  -3.16  -1.32  1.08  1.102
C  -0.87  2.82  0.13  -0.882
C  -0.21  1.89  1.23  1.038
C  -3.49  -0.42  4.84  -1.535
C  0.10  0.43  0.74  1.539
C  -2.10  -4.40  5.31  -0.416
C  0.72  6.68  -0.07  0.609
C  1.81  -1.57  0.76  -0.976
H  0.02  -4.71  4.81  0.346
H  -2.27  -5.42  4.86  0.280
H  3.57  2.72  -7.01  0.217
H  -0.96  7.48  -0.88  0.215
H  1.75  2.84  0.83  0.239
H  -3.94  0.60  4.68  0.384
H  -6.02  -0.43  1.70  0.185
H  -0.65  -3.30  3.92  0.125
H  4.25  0.86  -9.91  0.167
H  -5.91  0.00  3.53  0.236
H  -2.87  1.38  3.09  0.840
H  2.59  6.27  0.59  0.211
H  -6.96  0.92  2.40  0.447
H  -0.90  1.86  2.12  -0.443
H  1.24  -0.39  -1.74  0.080
H  -5.48  1.25  0.24  0.378
H  -3.16  -1.50  -1.12  0.402
H  -2.07  -4.57  6.42  0.510
H  -1.07  -2.37  -1.28  0.495
H  -1.18  -0.89  5.26  0.360
H  -2.99  -3.41  0.20  0.444
H  -0.28  -3.22  5.76  0.292
H  2.37  0.90  -1.69  0.188
H  -0.31  3.79  0.00  0.308
H  1.94  -3.59  -1.59  0.284
H  0.57  -4.49  -0.82  0.332
H  -1.92  3.09  0.47  0.152
H  -4.07  -0.05  -0.50  0.165
H  -2.83  1.33  1.31  -0.320
H  7.86  1.60  -5.93  0.163
H  -4.25  -4.11  4.95  0.386
H  2.19  -4.17  0.09  0.349
H  1.62  2.16  2.58  0.420
H  6.39  -0.19  -5.96  0.225
H  0.43  8.51  -1.03  0.162
H  9.55  1.32  -5.64  0.205
H  -4.17  -0.94  5.57  0.719
H  3.77  0.20  -4.83  0.209
H  2.79  -2.00  1.09  0.365
H  6.99  -1.79  -5.69  0.180
H  3.48  2.71  -8.74  0.167
H  2.12  0.29  1.89  0.157
H  -0.97  2.35  -0.88  0.270
H  4.91  -0.48  -9.04  0.228
H  2.47  7.81  -0.19  0.169
H  -3.47  -2.79  5.89  0.322
H  -4.92  2.36  2.79  0.422
H  3.82  1.24  -3.45  0.144
H  0.74  3.70  2.05  0.466